A cluster of 16 separate species, C30H46Cl30IN4O2PS2 in total at a distorted geometry, computed with wB97M-V/def2-TZVPD.

## Properties
HOMO-LUMO gap ... 6.8 eV
HOMO level ... -8.377 eV
Electronic energy ... -456635.0831 eV

Last column: Löwdin charge in e.
CARTESIAN COORDINATES (ANGSTROEM)
N -1.5345 -1.3753 3.3041  0.081
C -1.7026 -2.3865 2.4794  -0.240
C -0.7245 -2.8184 1.2990  -0.147
C -0.7981 -1.9042 0.0018  -0.117
C -1.9689 -1.6609 -0.7693  -0.172
P -3.6587 -2.3783 -0.3123  0.761
N -4.3833 -1.2589 0.6180  -0.313
C -1.9015 -0.7533 -2.0803  -0.352
O -2.8826 -0.0879 -2.5113  0.000
C -0.5147 -0.7182 -2.8546  -0.521
I -0.5842 -0.3712 -4.9900  0.910
C 0.6748 -0.9052 -2.0957  -0.166
C 2.1413 -0.8516 -2.7825  -0.176
C 2.6847 0.6617 -2.5380  -0.263
C 2.0651 1.7437 -3.5436  -0.502
S 0.5307 2.5793 -2.9198  0.800
C 0.9040 3.7050 -1.5152  -0.988
S -0.0785 5.0421 -1.2080  0.614
N 2.0549 3.4002 -0.6441  -0.208
C 1.9197 2.8490 0.6942  -0.014
C 3.4124 2.7267 1.0519  -0.106
N 4.2596 3.1738 -0.0467  0.012
C 3.4066 3.6070 -1.1043  -0.144
C 0.5393 -1.1798 -0.5393  -0.302
O 1.4387 -0.8072 0.2645  0.042
H -2.3510 -1.3972 3.9500  0.053
H -2.6569 -3.0118 2.6168  0.031
H 0.3349 -2.8912 1.7460  0.114
H -1.0133 -3.8840 0.9682  0.095
H -3.5996 -3.5936 0.4532  -0.103
H -4.4830 -2.4925 -1.4976  -0.031
H -4.6220 -1.6589 1.5361  -0.074
H 2.8677 -1.5259 -2.1947  0.039
H 2.1177 -1.1589 -3.8781  0.091
H 3.8291 0.6110 -2.7373  0.006
H 2.5794 0.9389 -1.4331  0.104
H 1.9358 1.3220 -4.6068  0.017
H 2.8623 2.5721 -3.6577  0.064
H 0.9709 2.5887 1.2524  0.122
H 3.7590 2.3023 2.0437  0.092
H 3.6346 4.0378 -2.1314  0.005
C 6.7512 -0.1181 -2.3263  -1.002
Cl 5.2575 -1.0637 -2.2667  0.620
Cl 6.4170 1.5762 -2.7001  0.493
H 7.2451 -0.1765 -1.3581  0.008
H 7.4007 -0.5294 -3.0969  0.024
C 1.4493 -2.2650 5.5971  -1.009
Cl 0.8585 -3.8910 5.2312  0.490
Cl 1.5987 -2.0185 7.3407  0.502
H 2.4264 -2.1315 5.1357  0.031
H 0.7480 -1.5352 5.1943  0.013
C 3.0317 6.5758 -3.8335  -0.990
Cl 3.4774 8.2714 -3.6166  0.522
Cl 4.4049 5.5073 -3.5117  0.575
H 2.2240 6.3308 -3.1441  0.011
H 2.7000 6.4253 -4.8594  0.029
C -4.5076 -5.5920 3.6319  -0.972
Cl -3.0669 -6.6047 3.7803  0.526
Cl -4.4439 -4.6012 2.1674  0.576
H -5.3874 -6.2317 3.5877  0.033
H -4.5704 -4.9370 4.4993  0.036
C 1.4662 2.6378 -7.9625  -1.007
Cl 3.0629 1.8799 -8.0005  0.508
Cl 1.0635 3.1984 -6.3354  0.528
H 1.4624 3.4891 -8.6411  0.028
H 0.7215 1.9097 -8.2800  0.027
C 9.5558 2.0518 -0.3992  -0.998
Cl 9.7362 1.1687 -1.9215  0.525
Cl 8.0032 2.8959 -0.3147  0.497
H 9.6192 1.3460 0.4273  0.028
H 10.3588 2.7828 -0.3215  0.027
C -2.6051 7.6980 0.7852  -1.037
Cl -1.8242 8.7811 1.9425  0.522
Cl -1.7043 7.6268 -0.7339  0.460
H -2.6532 6.6980 1.2142  0.035
H -3.6072 8.0605 0.5839  -0.106
C 0.6426 -5.0081 9.4641  -1.089
Cl 1.0390 -6.6065 10.1074  0.501
Cl -1.1003 -4.8273 9.2303  0.498
H 0.9859 -4.2494 10.1655  0.011
H 1.1432 -4.8781 8.5057  -0.022
C -7.1150 -1.7033 -3.4724  -1.011
Cl -6.7391 -3.3166 -2.8514  0.512
Cl -8.8508 -1.5110 -3.7411  0.511
H -6.7840 -0.9602 -2.7483  0.032
H -6.5924 -1.5574 -4.4162  0.030
C -6.7660 7.3932 -1.0494  -0.996
Cl -5.9661 8.4396 0.1306  0.533
Cl -5.8574 7.3265 -2.5633  0.515
H -6.8409 6.3883 -0.6372  0.030
H -7.7616 7.7848 -1.2510  0.028
C 5.3332 -2.9003 9.1887  -1.013
Cl 3.8479 -3.8530 9.2983  0.514
Cl 4.9852 -1.2137 8.7909  0.498
H 5.8486 -2.9382 10.1469  0.028
H 5.9674 -3.3232 8.4115  0.028
C 1.3578 -5.5724 -0.2966  -1.016
Cl -0.1978 -6.1365 -0.9192  0.503
Cl 1.6257 -3.8712 -0.6950  0.665
H 1.3684 -5.6869 0.7857  -0.030
H 2.1538 -6.1694 -0.7388  0.035
C -8.2241 -6.0410 -5.3146  -1.038
Cl -7.8464 -7.6523 -4.6928  0.494
Cl -9.9608 -5.8507 -5.5820  0.497
H -7.8936 -5.2961 -4.5914  -0.027
H -7.7025 -5.8950 -6.2591  0.028
C -2.1260 11.4452 -0.3689  -1.025
Cl -3.6330 10.5245 -0.3041  0.498
Cl -2.4332 13.1539 -0.7044  0.507
H -1.6179 11.3586 0.5899  0.004
H -1.4968 11.0371 -1.1583  0.028
C -0.3627 -9.1470 2.4756  -1.013
Cl 0.5675 -10.4687 3.1896  0.517
Cl 0.7017 -7.9024 1.8085  0.542
H -0.9856 -9.5443 1.6760  0.034
H -0.9899 -8.7000 3.2449  -0.006

A cluster of 2 separate species, C4H5N2P in total at a distorted geometry, computed with wB97M-V/def2-TZVPD.

## Properties
HOMO-LUMO gap (spin up / spin down) ... 8.1 / 6.8 eV
HOMO level (spin up / spin down) ... -9.704 / -9.271 eV
Electronic energy ... -16493.7898 eV

Last column: Löwdin charge in e.
CARTESIAN COORDINATES (ANGSTROEM)
C 0.3846 1.0781 -1.0301  -0.251
C -0.8382 0.7622 0.9416  -0.252
C 1.3682 -0.2164 0.9404  -0.051
C 0.2900 0.4512 0.1826  -0.349
N 0.4726 1.5547 -2.0735  0.199
N -1.8520 1.0577 1.4404  0.190
P -1.2547 -1.8786 -1.2445  0.650
H 0.9668 -0.6237 1.8622  0.091
H 1.8779 -0.9558 0.2888  0.101
H 2.0975 0.5613 1.1835  0.099
H -1.3187 -0.8037 -2.0610  -0.277
H -2.1940 -0.9870 -0.4301  -0.151

A cluster of 2 separate species, H4O2 in total at a distorted geometry, computed with wB97M-V/def2-TZVPD.

## Properties
HOMO-LUMO gap ... 10.7 eV
SMILES string ... O.O
HOMO level ... -10.253 eV
Electronic energy ... -4159.4819 eV

Last column: Löwdin charge in e.
CARTESIAN COORDINATES (ANGSTROEM)
H -1.0808 -1.2748 0.7577  0.089
H 0.2744 -1.6732 0.2179  0.128
H 0.2370 0.2279 0.0458  -0.042
H 0.2072 1.5338 -0.8698  0.032
O -0.5082 -1.0537 -0.0078  -0.057
O 0.5535 1.2020 -0.0112  -0.150

A cluster of 3 separate species, C2H6Cl3N2 in total at a distorted geometry, computed with wB97M-V/def2-TZVPD.

## Properties
HOMO-LUMO gap ... 8.7 eV
HOMO level ... -13.034 eV
Electronic energy ... -42709.6249 eV
Total charge ... +1

Last column: Löwdin charge in e.
CARTESIAN COORDINATES (ANGSTROEM)
C -0.9214 -0.6096 0.3308  -0.231
C 2.1987 -0.3505 0.2421  -1.066
N -1.2098 -1.8381 0.0397  0.212
N -1.0878 0.2314 -0.6142  0.169
Cl -0.1573 3.1238 0.2563  0.361
Cl 3.7049 -0.7590 0.8891  0.593
Cl 2.3210 0.0209 -1.3760  0.577
H -0.6845 -0.1233 1.2039  0.134
H -1.3097 -2.0858 -0.9384  0.155
H -1.2372 -2.4238 0.8335  0.130
H -0.8600 1.1808 -0.4283  -0.037
H -1.5175 0.0007 -1.4991  0.154
H 0.7606 3.6324 1.0606  -0.151

The ion C5H9N5O3PS with charge +1 at a distorted geometry, computed with wB97M-V/def2-TZVPD.

## Properties
HOMO-LUMO gap (spin up / spin down) ... 6.3 / 6.3 eV
HOMO level (spin up / spin down) ... -9.992 / -14.168 eV
Electronic energy ... -39034.7747 eV
2S+1 ... 3
Total charge ... +1

Last column: Löwdin charge in e.
CARTESIAN COORDINATES (ANGSTROEM)
C 1.8747 -1.2539 -0.4513  -0.323
C 0.8095 -0.4465 -0.2065  -0.257
C -0.0994 -2.5168 -0.2875  -0.428
C 0.3477 2.2042 2.4710  -0.056
C 0.0221 2.9250 -1.9440  0.016
N -2.2123 -1.9568 -0.0182  0.108
N -1.5228 -0.8718 0.0588  0.147
N -1.4196 -2.9787 -0.1247  -0.143
N -0.2543 -1.1733 -0.0942  -0.099
N -1.9930 -4.2359 0.0057  0.174
O 1.9479 2.1421 0.0837  -0.214
O 0.0062 1.2159 1.4568  -0.240
O -0.3004 1.7430 -1.0948  -0.224
P 0.7421 1.3420 0.0311  0.500
S 1.5091 -2.9175 -0.4654  1.125
H 2.9712 -0.9613 -0.3867  0.132
H 0.5259 1.6861 3.4439  0.109
H -0.4736 2.8803 2.3990  0.085
H 1.3166 2.7481 2.3140  0.098
H 0.2302 2.6331 -2.9190  0.074
H 1.0112 3.1436 -1.4643  0.088
H -0.7478 3.5697 -1.8441  0.062
H -1.3590 -4.8286 -0.4938  0.107
H -2.9319 -4.0918 -0.4695  0.159

A cluster of 2 separate species, C3H11N3O in total at a distorted geometry, computed with wB97M-V/def2-TZVPD.

## Properties
HOMO-LUMO gap ... 8.5 eV
HOMO level ... -7.519 eV
Electronic energy ... -9804.6292 eV

Last column: Löwdin charge in e.
CARTESIAN COORDINATES (ANGSTROEM)
C -1.1573 -0.2053 -1.9895  -0.516
N 0.2013 0.8603 -1.9347  0.109
N -0.4010 -1.3215 -1.7348  -0.100
O -2.0948 0.2476 -1.0644  -0.036
H -1.7947 -0.0938 -0.2076  0.073
H -1.6081 -0.0830 -2.9798  0.119
H -0.8711 -2.2148 -1.6212  0.013
H 0.2979 1.2908 -1.0055  0.042
H 0.3395 1.5068 -2.7030  0.098
H 0.7039 -0.1847 -1.9146  0.126
C 0.9314 -0.4390 2.8173  -0.076
C 0.6773 0.0159 1.4141  -0.290
N 0.5857 1.2098 0.9971  0.070
H 0.6607 1.9010 1.7459  0.059
H 0.5430 -0.7681 0.6632  0.081
H 1.0335 0.3991 3.5087  0.072
H 1.8413 -1.0431 2.8546  0.078
H 0.1113 -1.0779 3.1544  0.078

A cluster of 7 separate species, H14O7 in total, computed with wB97M-V/def2-TZVPD.

## Properties
HOMO-LUMO gap ... 10.2 eV
SMILES string ... O.O.O.O.O.O.O
HOMO level ... -10.707 eV
Electronic energy ... -14559.6885 eV

Last column: Löwdin charge in e.
CARTESIAN COORDINATES (ANGSTROEM)
O -0.0820 0.4921 -0.0667  -0.053
H -0.6359 -0.0154 -0.6746  0.032
H 0.0932 -0.1141 0.6774  0.018
O 0.7433 -1.3921 1.9622  -0.040
H 0.0587 -1.8657 2.4524  0.083
H 1.2033 -0.8655 2.6334  0.087
O -1.1356 2.1964 2.5299  -0.053
H -1.7991 1.5254 2.3414  0.031
H -0.3960 1.9697 1.9551  -0.009
O 3.0299 -2.5644 0.8071  -0.072
H 2.3523 -2.0709 1.3034  -0.017
H 2.8494 -3.4897 0.9982  0.029
O -1.4778 -0.9332 -2.5519  -0.038
H -1.9536 -1.4576 -1.8959  0.067
H -0.7192 -1.4766 -2.8015  0.077
O 1.7009 2.4730 0.3352  -0.080
H 1.8261 2.3713 1.2838  0.017
H 1.0608 1.7652 0.0713  -0.010
O -2.3692 1.4881 -3.6306  -0.075
H -2.3197 1.2616 -4.5637  0.027
H -2.0299 0.7023 -3.1660  -0.021

The ion C7H15N2 with charge +1 at a distorted geometry, computed with wB97M-V/def2-TZVPD.

## Properties
HOMO-LUMO gap ... 9.5 eV
SMILES string ... C#[N+]CCN(C)C(C)C
HOMO level ... -13.909 eV
Electronic energy ... -10472.5481 eV
Total charge ... +1

Last column: Löwdin charge in e.
CARTESIAN COORDINATES (ANGSTROEM)
C 2.2250 -0.6510 1.1531  0.251
C 2.4697 0.1752 -0.9910  -0.130
C 0.8602 0.3647 -0.9460  -0.144
C -0.7755 -1.9137 -0.0272  -0.015
C -2.1042 0.2158 -0.3296  -0.026
C 0.2262 1.5004 1.0925  -0.031
C -0.9805 -0.4893 0.4855  -0.363
N 2.8581 -0.3038 0.1959  0.082
N 0.2767 0.2690 0.3315  -0.208
H 2.3003 -1.1058 2.0675  0.103
H 2.9120 -0.3433 -1.8516  0.155
H 2.7054 1.2428 -0.9832  0.137
H 0.7172 1.3032 -1.3962  0.116
H 0.4800 -0.3802 -1.6362  0.129
H 0.3858 -2.1387 0.1555  0.125
H -1.4869 -2.4966 0.4789  0.076
H -1.0012 -1.9113 -1.0523  0.060
H -2.7134 -0.6101 -0.6988  0.086
H -1.7704 0.8546 -1.1410  0.089
H -2.8178 0.7627 0.2518  0.075
H -0.7690 2.0892 0.9274  0.145
H 0.2312 1.3543 2.1025  0.065
H 1.0316 2.1399 0.7484  0.104
H -1.2256 -0.3074 1.4787  0.119

The highest electronic energy belongs to which entry? H4O2